1.
129
Properties=species:S:1:pos:R:3:lowdin_charge:R:1 method="wB97M-V/def2-TZVPD" total_charge=-1 e_tot_ha=-3101.16043 e_homo_ha=-0.2759 gap_ev=9.494 largest_force_ev_per_a=3.09
P 0.9501 0.5585 -0.2201 0.165
F 2.4699 0.1852 0.4056 -0.220
F 0.3688 -0.6816 0.6442 -0.185
F 0.7841 1.6261 1.0498 -0.232
F -0.5592 0.9149 -0.6099 -0.173
F 1.5189 1.8654 -1.0192 -0.195
F 1.0551 -0.3917 -1.4772 -0.145
C 1.0580 -4.7498 -5.4575 -0.067
C -0.2847 -3.9589 -5.7449 -0.313
O -1.3585 -4.8483 -5.8053 -0.082
H 1.4252 -5.0628 -6.4349 0.059
H 0.8791 -5.6239 -4.8314 0.060
H 1.8765 -4.1850 -5.0112 0.060
H -0.1171 -3.5309 -6.7332 0.094
H -0.5243 -3.1243 -5.0859 0.108
H -2.0448 -4.5817 -5.1893 0.082
C 3.3309 5.9428 1.5012 -0.091
C 4.4027 5.1217 0.7973 -0.372
O 4.5804 3.9563 1.4822 -0.054
H 2.3999 5.3790 1.4414 0.068
H 3.0637 6.9091 1.0734 0.064
H 3.6305 6.1083 2.5360 0.070
H 5.3478 5.6470 0.9347 0.106
H 4.1996 5.0044 -0.2672 0.113
H 3.9437 3.3187 1.1510 0.094
C 1.5967 4.5007 6.9362 -0.089
C 2.1635 5.8157 7.5347 -0.284
O 1.7847 5.9491 8.9276 -0.100
H 2.2194 3.6312 7.1467 0.065
H 1.5336 4.4649 5.8486 0.067
H 0.5802 4.3027 7.2765 0.069
H 1.7492 6.6390 6.9527 0.102
H 3.2425 5.9171 7.4181 0.100
H 1.9254 5.1281 9.4049 0.070
C -3.3246 6.7783 1.4955 -0.091
C -2.0854 5.9350 1.7196 -0.347
O -1.6765 5.3461 0.4994 -0.068
H -3.7232 7.3367 2.3425 0.070
H -4.0850 6.1029 1.1035 0.071
H -3.0480 7.5030 0.7297 0.072
H -2.1944 5.1349 2.4517 0.107
H -1.3441 6.5737 2.1997 0.099
H -1.2600 4.5091 0.7176 0.083
C 2.2339 -3.4880 5.6925 -0.091
C 3.3200 -4.4929 5.2903 -0.305
O 4.4526 -3.8729 4.6404 -0.087
H 1.8895 -2.9172 4.8301 0.073
H 2.5734 -2.8329 6.4948 0.067
H 1.3407 -3.9774 6.0809 0.064
H 2.9405 -5.2066 4.5591 0.102
H 3.5876 -5.1312 6.1324 0.101
H 4.3114 -3.9247 3.6922 0.073
C -4.6848 1.4558 4.7762 -0.069
C -3.2988 0.9170 5.0007 -0.483
C -3.0399 0.4895 6.4308 -0.231
O -3.2412 1.5671 7.3016 -0.197
C -2.8825 1.3197 8.6732 -0.081
N -3.1842 -0.1393 4.0473 0.036
H -5.4730 0.7099 4.8790 0.086
H -4.7679 1.8351 3.7577 0.076
H -4.8112 2.2555 5.5060 0.075
H -2.5334 1.6536 4.7564 0.140
H -2.0022 0.1566 6.4549 0.120
H -3.5964 -0.4175 6.6671 0.126
H -1.7942 1.2587 8.6843 0.089
H -3.4697 0.4594 8.9942 0.082
H -3.2623 2.0599 9.3774 0.080
H -3.6539 0.2099 3.2241 0.068
H -2.1960 -0.3128 3.9317 0.083
C -6.1902 1.5499 -2.4559 -0.065
C -7.6421 1.8969 -2.2164 -0.448
C -8.2657 2.4615 -3.5284 -0.196
O -7.7119 3.6944 -3.9485 -0.181
C -8.0367 4.7846 -3.1317 -0.123
N -8.4298 0.7529 -1.7536 0.030
H -5.7276 1.1362 -1.5599 0.078
H -5.5723 2.3845 -2.7872 0.081
H -6.0539 0.8918 -3.3141 0.080
H -7.6185 2.6443 -1.4234 0.117
H -9.3421 2.5278 -3.3701 0.111
H -8.0944 1.7566 -4.3420 0.128
H -7.5967 4.7365 -2.1356 0.088
H -9.0905 5.0630 -3.1410 0.082
H -7.7381 5.6161 -3.7701 0.089
H -9.4212 0.9397 -1.7041 0.060
H -8.1344 0.5489 -0.8095 0.068
C 5.2737 -0.2686 -4.7620 -0.074
C 5.1697 -0.8048 -6.1959 -0.446
C 4.0281 -0.1416 -7.0158 -0.194
O 3.9054 -0.7671 -8.2880 -0.192
C 2.8040 -0.3025 -9.0228 -0.118
N 6.5266 -0.7320 -6.7340 0.032
H 5.2439 0.8210 -4.7544 0.076
H 6.0952 -0.7184 -4.2044 0.078
H 4.4219 -0.6373 -4.1904 0.072
H 4.9721 -1.8677 -6.0572 0.132
H 4.1997 0.9330 -6.9539 0.125
H 3.1235 -0.3501 -6.4444 0.123
H 2.9719 -0.7925 -9.9819 0.085
H 2.8389 0.7786 -9.1579 0.089
H 1.8496 -0.6746 -8.6506 0.087
H 6.8030 0.2292 -6.8751 0.068
H 6.2973 -1.1341 -7.6317 0.057
C 2.9814 -10.2746 0.1317 -0.059
C 3.0020 -8.7341 -0.1472 -0.443
C 1.5738 -8.1150 -0.1385 -0.227
O 1.5289 -6.8578 -0.7741 -0.203
C 0.2165 -6.2374 -0.7635 -0.074
N 3.7873 -8.0671 0.8489 0.042
H 3.9784 -10.6741 0.3177 0.065
H 2.5557 -10.8032 -0.7212 0.070
H 2.4345 -10.4517 1.0577 0.074
H 3.3219 -8.5842 -1.1783 0.129
H 1.2218 -8.0116 0.8879 0.123
H 0.9398 -8.8322 -0.6599 0.116
H -0.1594 -6.1268 0.2536 0.088
H -0.4904 -6.7762 -1.3945 0.080
H 0.3716 -5.2846 -1.2696 0.085
H 4.7283 -8.4314 0.8056 0.071
H 3.8369 -7.1033 0.5511 0.070
O 3.9011 -3.9437 0.2054 -0.053
H 3.1625 -4.3157 -0.2767 0.016
H 3.7643 -2.9974 0.1612 0.032
O -0.2470 1.6934 -5.3941 -0.057
H 0.1109 2.5175 -5.0640 0.016
H -0.0562 1.0561 -4.7059 0.027
O 0.9836 5.0843 -3.7301 -0.051
H 1.2464 4.6746 -2.9059 0.028
H 0.2391 5.6386 -3.4959 0.030

2.
125
Properties=species:S:1:pos:R:3:lowdin_charge:R:1 method="wB97M-V/def2-TZVPD" e_tot_ha=-2236.81556 e_homo_ha=-0.3283 gap_ev=9.287 largest_force_ev_per_a=1.74 relative_energy_kcal_mol=0.0
C -3.6523 0.6823 0.7557 -0.098
C -5.0998 1.0602 0.9762 -0.323
O -5.6783 0.1494 1.9004 -0.075
H -3.5757 -0.3408 0.3737 0.070
H -3.0626 0.7119 1.6694 0.048
H -3.1910 1.3028 -0.0146 0.082
H -5.6223 1.0318 0.0128 0.109
H -5.1173 2.0973 1.3365 0.100
H -6.5791 0.4411 2.0655 0.078
C -4.2349 -3.7221 3.6762 -0.085
C -4.0938 -3.3795 2.2135 -0.305
O -3.7087 -4.5250 1.4472 -0.084
H -5.1136 -4.3548 3.8356 0.071
H -4.3263 -2.8621 4.3401 0.046
H -3.3630 -4.2583 4.0566 0.078
H -3.3209 -2.6209 2.0948 0.088
H -5.0392 -2.9976 1.8224 0.110
H -4.4971 -4.9695 1.1281 0.074
C 0.3422 3.7073 -3.9084 -0.082
C 1.3762 3.0115 -3.0397 -0.330
O 2.5878 2.9958 -3.7846 -0.081
H -0.6732 3.5688 -3.5598 0.075
H 0.5250 3.3355 -4.9204 0.063
H 0.6566 4.7496 -4.0082 0.077
H 1.0182 1.9995 -2.8267 0.083
H 1.5140 3.5607 -2.1028 0.111
H 3.2920 2.5841 -3.2765 0.076
C -3.8092 0.1171 7.2389 -0.090
C -4.0404 -0.2679 5.7910 -0.324
O -2.9291 -0.8965 5.1891 -0.100
H -4.7181 0.5552 7.6590 0.071
H -2.9955 0.8311 7.3744 0.065
H -3.5536 -0.7660 7.8289 0.075
H -4.3513 0.6047 5.2008 0.109
H -4.8596 -0.9863 5.7267 0.103
H -2.1505 -0.3318 5.1394 0.023
C -3.8454 4.8083 3.0570 -0.093
C -2.6058 3.9745 2.9156 -0.330
O -1.6045 4.6959 2.1850 -0.087
H -4.1821 5.2431 2.1171 0.075
H -3.6967 5.6139 3.7768 0.072
H -4.6378 4.1646 3.4481 0.070
H -2.7795 2.9941 2.4556 0.084
H -2.1799 3.7195 3.8984 0.111
H -0.8290 4.1305 2.1309 0.025
O 1.2570 3.6693 2.3262 -0.055
H 2.0441 3.1473 2.1194 0.016
H 1.5460 4.5838 2.3881 0.068
O -0.8829 -2.1064 -2.4741 -0.067
H -0.9710 -1.8984 -3.4147 -0.002
H -0.0995 -2.6603 -2.4300 -0.002
O -0.4892 0.5052 5.7299 -0.070
H 0.2472 1.1245 5.8356 0.021
H -0.0715 -0.2872 5.3784 0.042
O 3.4548 -1.7077 1.6916 -0.067
H 2.6530 -1.1850 1.5546 -0.006
H 3.2984 -2.5009 1.1718 0.037
C -1.5804 1.0442 -5.8025 -0.065
C -1.1047 -0.3922 -5.8915 -0.419
C -0.6875 -0.6937 -7.3397 -0.189
O 0.1092 -1.8744 -7.3731 -0.231
C 0.8308 -2.0207 -8.5736 -0.111
N -0.0464 -0.6648 -4.9439 0.064
H -0.8784 1.7774 -6.2012 0.069
H -1.7793 1.3438 -4.7707 0.078
H -2.5499 1.1256 -6.2990 0.084
H -1.9812 -1.0221 -5.7078 0.142
H -0.1654 0.1802 -7.7622 0.125
H -1.5094 -0.8976 -8.0408 0.131
H 1.1932 -3.0481 -8.5938 0.086
H 1.6988 -1.3501 -8.5857 0.091
H 0.2158 -1.8228 -9.4568 0.088
H 0.3992 -1.5486 -5.1539 0.031
H 0.7095 0.0107 -4.9189 0.093
C 2.2321 -4.3246 -2.9762 -0.052
C 2.0457 -3.4321 -4.1733 -0.453
C 3.3039 -3.2567 -5.0052 -0.213
O 4.1604 -2.4040 -4.2814 -0.191
C 5.4921 -2.3985 -4.7550 -0.102
N 0.8282 -3.8573 -4.9102 0.059
H 2.6172 -5.3010 -3.2741 0.085
H 1.2642 -4.4489 -2.4913 0.078
H 2.9066 -3.8540 -2.2610 0.079
H 1.8163 -2.4140 -3.8246 0.109
H 3.2002 -2.8777 -6.0313 0.126
H 3.7554 -4.2643 -5.0968 0.126
H 5.7853 -3.3901 -5.1181 0.085
H 6.1638 -2.1400 -3.9402 0.086
H 5.5812 -1.6835 -5.5801 0.088
H 0.8776 -3.3908 -5.8155 0.040
H 0.8897 -4.8529 -5.1083 0.079
C -0.9094 -1.0805 1.9180 -0.044
C 0.1279 0.0247 1.8591 -0.403
C 0.5652 0.3967 0.4640 -0.193
O 1.4775 -0.5588 -0.0236 -0.201
C 1.8292 -0.3078 -1.3598 -0.100
N -0.4128 1.2468 2.4825 0.065
H -0.4321 -2.0555 1.7379 0.092
H -1.5747 -1.1650 1.0518 0.067
H -1.5133 -1.0383 2.8214 0.067
H 1.0076 -0.2317 2.4764 0.117
H 0.9967 1.4147 0.4591 0.121
H -0.2813 0.4679 -0.2333 0.136
H 0.9724 -0.1929 -2.0284 0.071
H 2.5232 -1.0969 -1.6448 0.090
H 2.3987 0.6374 -1.4157 0.078
H 0.2706 1.9921 2.5223 0.016
H -0.7303 1.1008 3.4330 0.053
C 4.0140 1.4983 6.3660 -0.064
C 3.3546 2.0026 5.0939 -0.404
C 4.3184 1.7970 3.8997 -0.208
O 3.6632 2.1451 2.7185 -0.226
C 4.2777 1.6491 1.5358 -0.065
N 2.1312 1.1956 4.8957 0.041
H 4.0585 0.4091 6.3605 0.082
H 3.3238 1.7671 7.1706 0.082
H 4.9879 1.9231 6.5983 0.079
H 3.0301 3.0422 5.1425 0.142
H 4.5382 0.7200 3.9425 0.135
H 5.2251 2.3746 4.1220 0.133
H 4.1973 0.5561 1.4930 0.075
H 5.3305 1.9346 1.4843 0.095
H 3.7150 2.0455 0.6910 0.083
H 2.4017 0.2220 4.7595 0.090
H 1.7426 1.4603 3.9911 0.046